i.
Molecular formula: C4H13NS
Method: DFT, wB97M-V/def2-TZVPD

gap between HOMO and LUMO = 9.35 eV
LUMO level = 1.0 eV
molecular weight = 107.2 Da
SMILES string = CCS.CNC
E_HOMO = -8.39 eV

Geometry (Å):
C 1.674 -1.354 -1.402
C 2.756 -0.617 -0.668
S 1.711 0.980 -0.143
H 1.112 -0.613 -1.865
H 2.170 -2.038 -2.197
H 0.997 -2.015 -0.667
H 3.142 -1.064 0.244
H 3.586 -0.044 -1.285
H 2.192 1.228 1.128
C -1.063 -0.315 1.025
N -1.663 0.590 0.016
C -2.703 1.530 0.484
H -0.600 0.330 1.756
H -0.623 -1.290 0.695
H -1.878 -0.656 1.638
H -2.011 -0.037 -0.673
H -2.756 2.392 -0.224
H -3.718 1.158 0.651
H -2.321 1.833 1.487

***

ii.
Molecular formula: C4H13NS
Method: DFT, wB97M-V/def2-TZVPD

gap between HOMO and LUMO = 5.33 eV
LUMO level = -0.4 eV
molecular weight = 107.2 Da
E_HOMO = -5.74 eV

Geometry (Å):
C -2.034 -0.333 1.733
C -2.481 -1.171 0.497
S -0.981 -2.176 -0.068
H -2.315 0.678 1.525
H -1.080 -0.500 2.319
H -2.670 -0.689 2.537
H -2.916 -0.510 -0.305
H -3.320 -1.878 0.697
C 0.722 1.302 -1.244
C 2.159 0.868 -1.249
N 2.231 -0.163 0.009
H 0.252 0.713 -2.010
H -0.010 1.141 -0.429
H 0.473 2.292 -1.594
H 2.190 0.186 -2.110
H 3.079 1.532 -1.185
H 1.789 -1.091 -0.218
H 1.761 0.144 0.965
H 3.152 -0.347 0.128

***

Of them, ii has the lowest stability.

***

i.
Molecular formula: CH4FOP
Method: DFT, wB97M-V/def2-TZVPD

gap between HOMO and LUMO (spin up / spin down) = 7.49 / 8.66 eV
LUMO level (spin up / spin down) = -1.1 / -1.0 eV
molecular weight = 82.0 Da
E_HOMO (spin up / spin down) = -8.64 / -9.64 eV

Geometry (Å):
C -0.245 0.153 -0.628
O -1.283 0.865 -0.151
F 2.256 -0.637 -0.333
P 1.299 0.435 0.342
H -0.372 -0.984 -0.430
H -0.233 0.557 -1.626
H -1.397 0.693 0.853
H -0.025 -1.082 1.973

***

ii.
Molecular formula: CH4FOP
Method: DFT, wB97M-V/def2-TZVPD

gap between HOMO and LUMO = 10.28 eV
LUMO level = 0.4 eV
molecular weight = 82.0 Da
E_HOMO = -9.85 eV

Geometry (Å):
C 0.615 -0.119 -0.118
O 1.121 1.184 -0.282
F -1.749 0.490 0.711
P -1.176 -0.175 -0.668
H 1.205 -0.770 -0.766
H 0.708 -0.464 0.918
H 0.673 1.772 0.340
H -1.398 -1.919 -0.135

***

Of them, i has the lowest stability.

***

i.
Molecular formula: C3H8NOP
Method: DFT, wB97M-V/def2-TZVPD

gap between HOMO and LUMO (spin up / spin down) = 8.68 / 8.08 eV
LUMO level (spin up / spin down) = 0.2 / 0.3 eV
molecular weight = 105.1 Da
E_HOMO (spin up / spin down) = -8.50 / -7.81 eV

Geometry (Å):
C -2.316 -2.193 0.324
C 1.673 1.753 -0.991
C -0.425 -0.368 1.778
N -1.168 -1.882 0.141
O 0.663 1.105 -0.271
P 1.117 0.238 1.080
H -2.517 -2.984 -0.343
H -3.012 -1.998 1.145
H 1.949 2.755 -0.699
H 1.458 1.868 -2.063
H 2.591 1.193 -0.943
H -1.336 0.099 1.990
H -0.171 -1.015 2.626
H 1.301 -1.048 0.250

***

ii.
Molecular formula: C3H8NOP
Method: DFT, wB97M-V/def2-TZVPD

gap between HOMO and LUMO (spin up / spin down) = 8.25 / 8.25 eV
LUMO level (spin up / spin down) = 0.0 / 0.0 eV
molecular weight = 105.1 Da
SMILES string = CP(C)CN=O
E_HOMO (spin up / spin down) = -8.29 / -8.28 eV

Geometry (Å):
C 0.374 1.715 -0.058
P 0.763 -0.045 0.431
C 1.043 -1.174 -1.026
C -0.793 -0.682 1.172
N -1.789 -0.541 -0.043
O -2.335 0.562 -0.144
H 1.325 2.255 -0.189
H 0.019 2.085 1.012
H -0.381 1.913 -0.804
H 1.554 -1.980 -0.483
H 1.844 -0.789 -1.624
H 0.234 -1.410 -1.630
H -0.642 -1.775 1.433
H -1.214 -0.136 1.953

***

Of them, i has the lowest stability.

***

i.
Molecular formula: C2H8N2O
Method: DFT, wB97M-V/def2-TZVPD

gap between HOMO and LUMO = 6.12 eV
LUMO level = -1.3 eV
molecular weight = 76.1 Da
E_HOMO = -7.42 eV

Geometry (Å):
C 0.938 1.856 1.454
N 0.655 0.533 1.315
H 1.067 2.193 2.419
H 0.961 2.517 0.625
H 0.471 0.125 0.224
H 0.930 -0.146 2.027
N -1.566 -1.303 -0.756
C -0.459 -0.725 -1.581
O 0.614 -0.767 -0.819
H -1.317 -2.298 -0.613
H -1.398 -0.858 0.119
H -0.217 -1.404 -2.542
H -0.679 0.275 -1.871

***

ii.
Molecular formula: C2H8N2O
Method: DFT, wB97M-V/def2-TZVPD

gap between HOMO and LUMO = 9.53 eV
LUMO level = 0.6 eV
molecular weight = 76.1 Da
SMILES string = [H]/N=C/NC.O
E_HOMO = -8.93 eV

Geometry (Å):
H -0.975 -2.429 0.828
N -1.578 -1.752 0.371
C -1.164 -0.596 0.723
N -1.653 0.577 0.216
C -0.771 1.716 0.129
H -0.207 -0.448 1.234
H -2.427 0.438 -0.409
H -0.768 2.236 1.098
H -1.181 2.475 -0.511
H 0.272 1.477 -0.065
O 3.689 -0.966 -1.412
H 3.262 -1.766 -1.735
H 3.502 -0.963 -0.466

***

Of them, i has the lowest stability.